DFT (the ωB97M-V functional and the def2-TZVPD basis) results for 2 unconnected molecules or ions with the total composition C7H14 at a distorted geometry.

Values from the calculation:
energy above the lowest of the compared OMol25 structures with the same formula, charge and spin = 340.4 kJ/mol
energy = -7482.7659 eV
HOMO-LUMO gap = 9.70 eV
E_HOMO = -8.6 eV
M = 98.2 g mol⁻¹
structure (SMILES) = C=CC(C)C.C=C

Each line ends with the natural charge from an NBO analysis.
CARTESIAN COORDINATES (ANGSTROEM)
H: 2.5213 2.3491 0.6200  0.19
H: 1.9338 1.8085 -1.0487  0.19
C: -1.2411 -0.0483 0.1817  -0.29
C: -1.1628 1.0073 -0.8920  -0.60
H: 3.0512 -0.3715 -0.7455  0.20
H: -1.1120 0.3855 1.1822  0.20
C: 3.1013 0.4073 0.0105  -0.37
H: 3.6548 0.1613 0.9136  0.19
H: 0.8653 -0.7682 1.8069  0.19
H: -2.7505 -1.2850 -0.8068  0.20
C: 0.7380 -1.3977 0.9248  -0.52
C: -0.1678 -1.0499 0.0059  -0.07
H: -0.1986 1.5180 -0.8275  0.21
H: -1.2374 0.5319 -1.8773  0.20
H: 0.3573 -2.4209 0.9366  0.24
H: -0.2183 -1.6894 -0.8819  0.18
H: -2.6610 -1.5675 0.9386  0.21
C: 2.4950 1.5780 -0.1459  -0.41
H: -3.4091 -0.0846 0.3192  0.21
H: -1.9692 1.7312 -0.7766  0.21
C: -2.5901 -0.7949 0.1620  -0.59


DFT (the ωB97M-V functional and the def2-TZVPD basis) results for a molecular structure, C7H14 at a distorted geometry.

Values from the calculation:
energy above the lowest of the compared OMol25 structures with the same formula, charge and spin = 449.8 kJ/mol
energy = -7481.6327 eV
HOMO-LUMO gap = 9.30 eV
E_HOMO = -8.2 eV
M = 98.2 g mol⁻¹

Each line ends with the natural charge from an NBO analysis.
CARTESIAN COORDINATES (ANGSTROEM)
H: -0.1103 -3.0424 -0.1951  0.20
H: 1.9332 -3.0197 1.2080  0.21
H: 1.6200 -1.3811 1.6308  0.21
C: -1.2019 1.3163 -0.7950  -0.13
C: -0.5453 0.1103 -0.5799  -0.11
H: -0.8772 2.3514 1.0372  0.22
H: -1.8719 1.5498 -1.6150  0.22
H: 1.0205 -1.8068 -0.7116  0.22
H: 3.9562 2.9936 3.4489  0.00
H: 3.5516 3.4135 3.8786  0.00
C: 0.3665 -2.1027 0.1079  -0.43
H: 0.2066 2.8487 -0.1826  0.21
H: -1.5484 -1.1599 0.7528  0.20
H: 0.2093 0.2505 -2.5926  0.20
H: 0.4801 -2.7215 2.2175  0.21
C: -0.6287 -0.9759 0.2055  -0.13
C: -0.8466 2.6042 -0.0252  -0.64
H: 0.9296 1.4866 -1.5335  0.21
C: 1.1153 -2.3285 1.4334  -0.60
C: 0.4300 0.5282 -1.5609  -0.47
H: -1.4757 3.4146 -0.3723  0.22


DFT (the ωB97M-V functional and the def2-TZVPD basis) results for 2 unconnected molecules or ions with the total composition C7H14 at a distorted geometry.

Values from the calculation:
energy above the lowest of the compared OMol25 structures with the same formula, charge and spin = 481.3 kJ/mol
energy = -7481.3059 eV
HOMO-LUMO gap (alpha / beta) = 8.22 / 8.00 eV
E_HOMO (alpha / beta) = -7.4 / -7.3 eV
M = 98.2 g mol⁻¹

Each line ends with the natural charge from an NBO analysis.
CARTESIAN COORDINATES (ANGSTROEM)
H: 0.7711 0.7154 -1.9807  0.22
C: 1.2134 -1.4041 -0.3370  -0.67
C: 1.4883 0.5727 1.3272  -0.67
H: 1.7342 -0.2858 1.9318  0.20
H: 0.9603 -1.5838 -1.3487  0.21
C: 0.9712 0.0316 0.0018  0.22
H: 2.3383 1.0446 1.1427  0.20
H: -3.2000 -0.6463 -0.7927  0.22
H: -3.0680 1.3204 0.8007  0.17
H: -1.3758 2.0026 0.9998  0.21
C: -2.2848 -1.1385 -0.3986  -0.71
C: -1.9333 1.0855 0.6300  -0.52
C: 1.2247 1.0492 -1.0458  -0.68
H: 0.5892 -1.9731 0.2824  0.23
H: 1.0286 2.0674 -0.7575  0.22
H: -2.4415 -1.7442 0.4409  0.23
H: 2.3593 1.0420 -1.3200  0.20
H: 2.2499 -1.5465 -0.2393  0.21
H: -1.8190 -1.7396 -1.2502  0.22
C: -1.5465 -0.0326 0.1174  0.06
H: 0.7404 1.1631 1.7957  0.23


DFT (the ωB97M-V functional and the def2-TZVPD basis) results for 2 unconnected molecules or ions with the total composition C7H14.

Values from the calculation:
energy above the lowest of the compared OMol25 structures with the same formula, charge and spin = 151.5 kJ/mol
energy = -7484.7237 eV
HOMO-LUMO gap = 10.28 eV
E_HOMO = -9.2 eV
M = 98.2 g mol⁻¹
structure (SMILES) = C/C=C\C.C=CC

Each line ends with the natural charge from an NBO analysis.
CARTESIAN COORDINATES (ANGSTROEM)
C: 1.3644 -1.0675 -0.7836  -0.66
C: 0.8071 1.3743 -1.2038  -0.20
C: -0.9535 -0.4847 1.8578  -0.65
H: 0.9128 2.6301 0.5148  0.22
C: -2.3294 -0.8010 -0.1825  -0.42
H: 2.3788 2.6080 -0.4855  0.22
C: 0.7376 0.0817 -1.5122  -0.18
H: -1.8118 0.0220 -0.6727  0.20
C: 1.5741 1.9869 -0.0750  -0.65
H: 2.0790 -1.5485 -1.4600  0.22
H: 0.3047 2.0857 -1.8594  0.20
H: 1.8904 -0.7841 0.1343  0.21
H: -1.4633 -0.0089 2.7060  0.22
H: -0.2075 -1.2117 2.1968  0.21
C: -1.9873 -1.1732 1.0409  -0.17
H: 2.0460 1.2517 0.5839  0.21
H: -3.1684 -1.2911 -0.6586  0.20
H: -2.5435 -1.9694 1.5318  0.19
H: 0.6032 -1.8092 -0.5146  0.23
H: -0.4542 0.2950 1.2744  0.21
H: 0.2207 -0.1862 -2.4327  0.20


Which of these has the lowest energy above the lowest of the compared OMol25 structures with the same formula, charge and spin?
number 4